# 1
Below is a cluster of 12 separate species, C24H54BFO16 in total, with properties calculated with ωB97M-V/def2-TZVPD.

Cartesian coordinates (Å):
C1 -4.400 2.297 -1.860
O1 -4.847 2.328 -0.489
B1 -4.259 1.334 0.277
O2 -5.022 0.259 0.591
C2 -2.744 1.465 0.723
C3 -1.839 0.499 0.272
C4 -0.493 0.588 0.574
C5 -0.036 1.629 1.362
C6 -0.929 2.586 1.874
C7 -2.290 2.510 1.534
C8 -3.309 3.508 2.038
C9 -3.812 3.062 3.381
O3 -4.167 1.967 3.668
F1 -3.849 4.048 4.311
C10 -0.375 3.632 2.782
O4 -1.062 4.439 3.372
C11 1.090 3.657 3.006
C12 1.926 2.756 2.496
C13 1.430 1.676 1.630
O5 2.192 0.870 1.136
H1 -3.388 2.697 -1.949
H2 -5.065 2.926 -2.439
H3 -4.441 1.285 -2.263
H4 -4.532 -0.450 1.017
H5 -2.198 -0.321 -0.339
H6 0.203 -0.154 0.211
H7 -2.910 4.512 2.088
H8 -4.164 3.537 1.366
H9 1.448 4.448 3.651
H10 2.987 2.795 2.706
C14 2.539 -1.716 -2.102
O6 2.268 -0.325 -2.277
H11 2.667 -2.145 -3.091
H12 3.452 -1.877 -1.526
H13 1.711 -2.227 -1.606
H14 2.161 0.061 -1.401
C15 -4.108 6.249 -1.247
O7 -3.547 5.027 -0.764
H15 -3.291 6.941 -1.433
H16 -4.652 6.089 -2.178
H17 -4.782 6.691 -0.510
H18 -4.272 4.413 -0.605
C16 2.320 -5.685 -1.369
O8 3.165 -4.600 -1.771
H19 1.478 -5.261 -0.826
H20 1.956 -6.225 -2.244
H21 2.863 -6.364 -0.713
H22 3.904 -4.981 -2.254
C17 -7.168 1.582 -4.632
O9 -5.887 2.206 -4.606
H23 -7.660 1.822 -3.692
H24 -7.780 1.957 -5.456
H25 -7.082 0.496 -4.715
H26 -5.440 2.001 -5.432
C18 6.260 4.162 2.967
O10 5.441 3.939 4.112
H27 6.233 5.228 2.758
H28 7.296 3.867 3.154
H29 5.886 3.622 2.093
H30 5.462 2.999 4.310
C19 4.819 -5.554 1.891
O11 4.829 -6.121 0.588
H31 4.224 -6.201 2.532
H32 5.833 -5.487 2.290
H33 4.369 -4.557 1.880
H34 5.352 -5.539 0.029
C20 -5.882 4.531 7.234
O12 -5.735 5.436 6.150
H35 -6.728 4.870 7.827
H36 -6.084 3.514 6.885
H37 -4.993 4.518 7.872
H38 -4.989 5.138 5.622
C21 3.036 -7.543 -5.030
O13 2.169 -7.769 -3.927
H39 3.052 -6.471 -5.217
H40 4.054 -7.880 -4.812
H41 2.682 -8.052 -5.930
H42 2.155 -8.717 -3.756
C22 8.827 -4.806 2.110
O14 7.905 -3.947 1.448
H43 9.065 -5.613 1.421
H44 9.750 -4.280 2.367
H45 8.395 -5.236 3.018
H46 7.687 -3.228 2.047
C23 3.706 -11.020 -1.410
O15 2.791 -10.153 -2.072
H47 3.920 -11.841 -2.089
H48 4.640 -10.504 -1.172
H49 3.276 -11.424 -0.491
H50 2.597 -9.421 -1.477
C24 -4.232 8.122 -4.434
O16 -5.060 8.388 -3.308
H51 -3.201 8.161 -4.091
H52 -4.425 7.129 -4.849
H53 -4.369 8.871 -5.218
H54 -5.975 8.357 -3.599

Forces on the atoms, in the same order (eV/Å):
C 0.0 0.2 0.0
O 0.1 -0.3 -0.1
B -0.1 0.4 0.1
O 0.1 -0.2 -0.3
C 0.1 -0.4 -0.1
C -0.1 0.3 0.1
C -0.2 -0.1 -0.1
C -0.2 -0.1 0.0
C 0.0 -0.2 -0.2
C 0.1 0.2 -0.1
C 0.2 0.3 0.2
C -0.1 -0.5 0.1
O 0.1 0.4 0.1
F 0.0 0.0 -0.2
C 0.0 0.0 0.0
O -0.1 0.0 0.1
C 0.3 -0.1 0.0
C -0.1 0.3 0.2
C 0.0 0.1 -0.1
O 0.1 -0.1 -0.1
H 0.1 -0.1 0.1
H -0.1 0.0 0.0
H -0.1 0.0 0.0
H -0.1 0.1 0.3
H 0.0 0.0 0.0
H 0.1 0.0 0.0
H 0.0 0.0 0.1
H -0.1 -0.1 0.0
H -0.1 0.1 0.0
H 0.1 -0.1 -0.1
C 0.0 0.3 0.0
O -0.1 -0.1 0.1
H 0.0 0.0 0.0
H 0.0 -0.1 0.0
H 0.0 -0.1 0.0
H 0.1 0.1 0.0
C 0.0 -0.3 0.1
O 0.0 0.2 0.0
H 0.0 0.0 0.0
H 0.0 0.1 0.0
H 0.0 0.1 0.0
H 0.0 -0.1 0.0
C 0.0 0.1 -0.2
O 0.0 -0.1 0.1
H 0.0 0.1 0.0
H -0.1 0.0 0.1
H 0.0 0.0 0.1
H 0.0 0.0 -0.1
C 0.1 0.0 0.0
O -0.1 -0.1 -0.1
H 0.0 0.0 0.0
H 0.0 0.0 0.0
H 0.0 0.0 0.0
H 0.0 0.0 0.0
C -0.1 -0.1 0.1
O 0.0 0.0 -0.1
H 0.0 0.0 0.0
H 0.0 0.0 0.0
H 0.0 0.0 0.0
H 0.0 0.0 0.1
C 0.1 0.0 -0.1
O 0.1 -0.1 0.1
H 0.0 0.0 0.0
H 0.0 0.0 0.1
H 0.0 0.0 0.1
H 0.0 0.0 0.0
C 0.0 0.0 -0.1
O 0.0 0.0 0.1
H 0.0 0.0 0.0
H 0.0 0.0 0.0
H 0.0 0.0 0.0
H -0.1 0.0 0.0
C -0.1 -0.1 0.1
O 0.0 -0.1 -0.2
H 0.0 0.0 0.0
H 0.0 0.0 0.0
H 0.0 0.0 0.0
H 0.1 -0.1 0.1
C -0.1 0.1 0.0
O 0.0 -0.1 0.0
H 0.0 0.0 0.0
H 0.0 0.0 0.0
H 0.0 0.0 0.0
H 0.0 0.0 0.0
C 0.0 0.1 0.0
O 0.0 0.0 0.0
H 0.0 0.0 0.0
H 0.0 0.0 0.0
H 0.0 0.0 0.0
H 0.0 0.0 0.0
C -0.1 0.0 0.1
O 0.0 0.0 -0.1
H 0.0 0.0 0.0
H 0.0 0.0 0.0
H 0.0 0.0 0.0
H 0.0 0.0 0.0

Results
energy above the lowest of the compared OMol25 structures with the same formula, charge and spin	0.0	kcal per mole
LUMO energy	-1.37	eV

=====

# 2
Below is a cluster of 3 separate species, C24H55BBrN7O8P2 in total in a non-equilibrium geometry, with properties calculated with ωB97M-V/def2-TZVPD.

Cartesian coordinates (Å):
C1 0.343 -7.547 -1.853
C2 1.048 -8.117 -0.672
C3 2.221 -7.393 0.214
C4 1.809 -5.947 0.868
O1 0.572 -6.291 1.641
C5 1.537 -4.648 -0.094
O2 1.376 -4.528 -1.421
N1 1.556 -3.506 0.944
C6 2.460 -3.734 2.173
C7 1.420 -3.580 3.435
C8 2.092 -3.784 4.916
C9 2.472 -5.331 5.303
C10 4.069 -5.484 5.774
O3 4.899 -6.197 4.791
C11 6.232 -6.484 5.344
O4 6.708 -7.731 5.169
B1 3.616 -2.520 2.243
O5 3.416 -1.160 1.677
O6 4.932 -2.736 2.941
C12 3.019 -5.266 1.801
Br1 4.358 -4.796 0.336
H1 -0.828 -7.483 -1.845
H2 0.872 -7.197 -2.862
H3 0.753 -9.234 -0.376
H4 3.195 -7.387 -0.436
H5 2.452 -8.119 1.134
H6 -0.169 -5.636 1.406
H7 1.836 -2.725 0.311
H8 0.933 -2.490 3.439
H9 0.490 -4.325 3.361
H10 1.269 -3.437 5.708
H11 3.037 -3.129 5.132
H12 2.162 -6.110 4.483
H13 1.849 -5.626 6.278
H14 4.568 -4.445 5.994
H15 4.078 -6.139 6.771
H16 6.877 -5.665 5.875
H17 2.417 -0.982 1.766
H18 4.756 -2.535 3.913
H19 3.384 -5.947 2.680
O7 -2.333 1.587 -1.486
P1 -1.595 0.341 -2.034
N2 -0.792 1.271 -3.201
C13 -0.887 1.206 -4.642
C14 0.169 2.269 -2.744
N3 -3.024 -0.332 -2.716
C15 -3.241 -0.663 -4.116
C16 -4.310 0.049 -2.120
N4 -0.746 -1.091 -2.664
C17 -1.086 -2.286 -1.856
C18 0.727 -1.040 -2.681
H20 -0.766 0.189 -5.021
H21 -0.105 1.787 -5.145
H22 -1.842 1.610 -4.987
H23 1.149 1.813 -2.579
H24 -0.142 2.725 -1.798
H25 0.292 3.094 -3.455
H26 -3.507 0.217 -4.705
H27 -4.061 -1.386 -4.220
H28 -2.382 -1.158 -4.572
H29 -4.632 1.037 -2.467
H30 -4.245 0.062 -1.024
H31 -5.099 -0.672 -2.363
H32 -0.740 -2.171 -0.824
H33 -0.636 -3.189 -2.284
H34 -2.163 -2.474 -1.826
H35 1.125 -0.737 -1.707
H36 1.107 -0.359 -3.444
H37 1.155 -2.015 -2.943
O8 -2.060 6.614 -2.720
P2 -2.500 7.179 -1.347
N5 -0.935 7.739 -1.022
C19 -0.021 7.335 0.022
C20 -0.398 8.805 -1.859
N6 -2.710 5.617 -0.657
C21 -2.031 5.094 0.519
C22 -2.999 4.502 -1.566
N7 -3.007 7.829 0.231
C23 -4.464 7.635 0.422
C24 -2.772 9.264 0.467
H38 -0.488 7.340 1.009
H39 0.841 8.007 0.115
H40 0.385 6.340 -0.181
H41 -0.716 9.784 -1.490
H42 -0.745 8.719 -2.895
H43 0.697 8.798 -1.904
H44 -1.028 4.734 0.283
H45 -2.590 4.250 0.945
H46 -1.974 5.819 1.333
H47 -2.088 4.142 -2.056
H48 -3.722 4.801 -2.335
H49 -3.458 3.658 -1.038
H50 -5.034 8.199 -0.324
H51 -4.773 7.955 1.423
H52 -4.757 6.585 0.339
H53 -3.159 9.872 -0.357
H54 -1.714 9.491 0.605
H55 -3.249 9.597 1.398

Forces on the atoms, in the same order (eV/Å):
C 1.4 -1.1 1.6
C -1.4 0.9 -1.9
C 0.9 -1.4 -0.8
C -0.2 -0.7 -0.5
O 0.4 2.2 -1.2
C -0.1 0.8 -3.0
O 0.7 -0.5 8.5
N 0.7 -1.3 -3.6
C -1.5 -0.6 -0.7
C -0.3 0.0 1.1
C -0.8 -0.2 0.7
C 0.3 -0.1 1.0
C -0.7 -0.2 1.2
O 2.5 0.1 2.2
C 0.9 -6.8 -2.0
O -3.0 8.5 1.2
B 2.1 1.3 0.2
O -2.1 -3.2 2.0
O -3.6 0.7 0.3
C -1.7 0.4 0.0
Br 0.0 -0.6 1.3
H 2.3 -1.5 -0.5
H -1.0 0.5 3.0
H -0.2 3.1 0.3
H -1.7 0.5 1.4
H -0.6 1.7 -1.9
H 1.8 -1.3 0.4
H -0.3 -0.3 1.1
H 1.2 -2.2 -0.3
H 2.3 1.5 -0.1
H 1.8 -0.6 -1.8
H -1.8 -1.0 -0.7
H 0.8 1.6 1.5
H 1.4 0.6 -2.2
H -1.1 -1.8 -0.3
H 0.0 1.5 -2.1
H -1.6 -1.3 -1.0
H 2.1 -0.2 -0.6
H 0.5 -0.3 -1.8
H -0.3 1.5 -2.0
O 2.0 -1.9 3.9
P -4.0 2.5 -7.3
N 1.9 1.3 -0.8
C 0.0 -0.5 -0.2
C -0.2 0.1 0.5
N -1.0 -0.6 0.3
C 0.3 -0.9 0.0
C 0.3 0.1 0.5
N 0.7 -0.5 3.7
C -0.5 -0.9 -0.2
C 0.5 0.2 -0.5
H -0.2 -0.1 -0.1
H 0.0 0.0 0.4
H 0.0 -0.1 -0.2
H 0.3 0.1 0.0
H -0.1 -0.1 -0.1
H -0.2 -0.2 0.0
H 0.0 0.1 -0.1
H 0.0 0.1 0.2
H 0.0 0.3 0.1
H -0.1 0.0 0.1
H 0.0 0.2 -0.3
H 0.3 -0.1 -0.2
H 0.2 -0.2 0.0
H 0.1 0.3 0.1
H 0.1 0.4 -0.1
H 0.2 -0.1 -0.1
H -0.3 0.2 0.2
H -0.4 0.0 0.3
O -3.6 2.7 -1.1
P 6.2 -5.7 2.6
N 1.8 1.8 0.0
C -0.2 -0.1 0.5
C -0.3 -0.2 -0.5
N -0.8 -0.7 0.0
C -0.6 0.3 0.7
C -0.3 0.3 -0.4
N -2.7 1.6 -1.9
C -0.6 -0.5 0.5
C 0.5 0.4 0.2
H -0.1 -0.2 0.1
H -0.3 0.1 -0.3
H 0.0 -0.1 0.2
H 0.1 0.3 0.0
H 0.0 -0.1 0.2
H -0.2 -0.1 0.1
H 0.1 -0.1 0.0
H 0.0 0.0 -0.3
H 0.1 0.1 -0.3
H -0.1 -0.1 0.0
H 0.4 0.0 0.1
H 0.3 0.3 0.2
H -0.1 0.1 0.2
H 0.2 0.1 -0.2
H 0.3 0.1 -0.1
H 0.0 0.2 0.2
H 0.0 -0.2 -0.3
H -0.2 -0.3 -0.2

Results
LUMO energy	-0.87	eV

=====

no.,gap between HOMO and LUMO (Eh)
1,0.3090
2,0.2466